Record 1
# C42H56N12O3PS

A cluster of 10 separate species, C42H56N12O3PS in total (ωB97M-V/def2-TZVPD, OMol25).

- E_LUMO: 1.7 eV
- Relative energy (zero: lowest compared OMol25 entry of this formula, charge and spin): 43.0 kcal/mol
- Multiplicity: 1
- Total charge: -1

Positions of all 115 atoms, in Å:
C 4.53748 -1.14222 3.96981
C 4.30285 -0.00374 2.81632
N 3.03545 0.73600 3.00216
C 1.84258 0.12414 2.42007
O 1.07856 1.32816 1.93478
C 0.42614 1.86654 3.09566
N -0.33652 2.33660 3.90800
C 1.89207 -0.77846 1.08901
O 0.58800 -1.33994 0.77424
P -0.21472 -1.57137 2.32795
N -1.46432 -1.76364 3.62032
C -0.83958 -2.37838 4.58094
S -0.44430 -2.85553 6.14930
O 0.85024 -0.50192 3.25516
H 5.14881 -0.63658 4.81440
H 5.14734 -1.98389 3.47866
H 3.54472 -1.48663 4.41191
H 5.15580 0.76032 3.01140
H 4.50197 -0.41578 1.76880
H 3.13591 1.73841 2.81928
H 2.46577 -1.73241 1.41355
H 2.47599 -0.27609 0.24681
H 0.67026 -2.61803 2.77524
H -0.95790 -2.63249 1.65009
H -1.07197 -0.49648 1.85008
N -0.33269 4.10951 0.83104
C -0.01790 4.78632 -0.31636
C -0.77116 5.93618 -0.35213
C -1.56495 5.95612 0.81970
C -1.27123 4.81743 1.53282
H 0.06595 3.22764 1.11529
H 0.71189 4.39233 -1.00777
H -0.75102 6.68039 -1.13523
H -2.27260 6.71858 1.11100
H -1.64926 4.45125 2.47556
N 1.81075 0.97790 -3.39477
C 2.25147 1.04300 -4.68886
C 1.97327 2.30096 -5.16905
C 1.34688 3.02250 -4.12324
C 1.26277 2.18162 -3.03990
H 1.87950 0.17008 -2.79535
H 2.72224 0.19122 -5.15639
H 2.19739 2.66157 -6.16280
H 0.99687 4.04401 -4.15832
H 0.86006 2.33509 -2.04996
N -1.05996 0.24807 -7.21819
C -1.13874 0.52589 -5.87942
C -2.24116 -0.12072 -5.37663
C -2.84689 -0.81967 -6.45120
C -2.09460 -0.57594 -7.57423
H -0.35158 0.59449 -7.84265
H -0.40536 1.15975 -5.40219
H -2.57436 -0.09506 -4.34899
H -3.73471 -1.43396 -6.40760
H -2.20623 -0.91550 -8.59310
N -4.92791 -1.74332 3.92087
C -5.82487 -0.87875 3.35521
C -7.02049 -1.01173 4.01996
C -6.83507 -1.98929 5.02801
C -5.53279 -2.42064 4.94428
H -3.96781 -1.86242 3.62906
H -5.53678 -0.24576 2.52940
H -7.92700 -0.46479 3.80478
H -7.57178 -2.33859 5.73701
H -4.98665 -3.15040 5.52294
N -3.43738 3.07622 -2.62095
C -3.51585 3.35318 -1.28219
C -4.61814 2.70546 -0.77909
C -5.22376 2.00709 -1.85305
C -4.47219 2.25180 -2.97622
H -2.72860 3.42373 -3.24665
H -2.78297 3.98729 -0.80463
H -4.95061 2.73060 0.24833
H -6.11149 1.39237 -1.80905
H -4.58455 1.91242 -3.99534
N 1.61864 0.44803 -9.68196
C 2.34435 -0.71089 -9.76199
C 2.30022 -1.14910 -11.06269
C 1.52400 -0.21752 -11.79628
C 1.11910 0.75853 -10.91939
H 1.47553 0.98838 -8.84412
H 2.82663 -1.12292 -8.88846
H 2.77507 -2.04092 -11.44444
H 1.28823 -0.25663 -12.84966
H 0.51945 1.64404 -11.06783
N -6.83418 -1.21024 -4.01441
C -7.04224 -2.13241 -3.02378
C -8.37610 -2.10981 -2.69671
C -8.99716 -1.14220 -3.52457
C -8.02188 -0.60548 -4.32921
H -5.94590 -1.00844 -4.44497
H -6.22503 -2.72234 -2.63702
H -8.85214 -2.72277 -1.94550
H -10.04224 -0.86887 -3.53150
H -8.07006 0.15345 -5.09561
N 7.02036 0.60516 7.33657
C 7.89903 -0.03942 8.16665
C 7.25446 -0.29125 9.35370
C 5.93648 0.21468 9.23362
C 5.81952 0.75925 7.97800
H 7.22473 0.91635 6.40060
H 8.90470 -0.26112 7.84238
H 7.68385 -0.78592 10.21270
H 5.15890 0.18348 9.98268
H 4.98841 1.24306 7.48708
N 5.95720 -4.09858 7.06326
C 5.01025 -5.08504 7.13245
C 5.27663 -5.99923 6.14238
C 6.43050 -5.55087 5.45381
C 6.83001 -4.37742 6.04583
H 6.00492 -3.29304 7.66763
H 4.22957 -5.05067 7.87723
H 4.70474 -6.89230 5.93744
H 6.91571 -6.03334 4.61786
H 7.65719 -3.71776 5.83058

***

Record 2
# C42H57O7PPdS3

A structure of composition C42H57O7PPdS3 (ωB97M-V/def2-TZVPD, OMol25).

- E_LUMO: 4.2 eV
- Multiplicity: 1
- Total charge: -2

Positions of all 111 atoms, in Å:
Pd 0.60863 0.83082 -0.49290
C -4.25292 -0.74136 0.14255
C -3.55065 -1.34454 1.36904
C -4.24792 -2.63219 1.83065
C -2.06153 -1.57903 1.17818
C -1.17894 -0.99462 2.07441
C 0.19204 -1.16679 1.99386
C 1.08886 -0.62644 3.09378
C 1.19695 -1.63721 4.24647
C 0.62079 0.72874 3.62712
C 0.71454 -1.91939 0.93082
C -0.15520 -2.62446 0.07210
C -1.52986 -2.42433 0.20685
C 0.38929 -3.69870 -0.87141
C -0.04613 -5.07863 -0.34789
C 0.01484 -3.57470 -2.35220
C 2.18905 -2.20221 0.86336
C 2.58157 -3.41906 1.43215
C 3.88422 -3.88186 1.38557
C 4.84041 -3.10935 0.74995
C 4.47657 -1.88874 0.21037
C 3.17097 -1.38139 0.26462
P 2.75388 0.27646 -0.49406
C 3.92251 1.44738 0.47679
C 5.39025 1.07569 0.69137
C 3.26952 1.59122 1.85828
C 3.82932 2.80499 -0.22869
C 3.44779 0.14540 -2.28482
C 4.95166 0.13307 -2.57038
C 2.82626 1.31820 -3.06455
C 2.82385 -1.14834 -2.83218
H -5.15588 -0.21061 0.45145
H -4.55176 -1.50898 -0.57652
H -3.59670 -0.03146 -0.36331
H -3.63928 -0.60882 2.17264
H -4.13455 -3.41130 1.07796
H -5.31567 -2.45567 1.99442
H -3.80872 -2.99278 2.76372
H -1.59144 -0.37962 2.86622
H 2.08352 -0.49914 2.67046
H 0.20174 -1.96606 4.55704
H 1.69733 -1.17930 5.10556
H 1.77137 -2.51471 3.95353
H -0.26653 0.61671 4.25624
H 0.38393 1.38853 2.79037
H 1.40651 1.19096 4.22971
H -2.82882 -2.42299 -1.18613
H 1.47541 -3.64497 -0.82368
H -1.12981 -5.17678 -0.42476
H 0.23481 -5.21156 0.69790
H 0.41969 -5.87452 -0.93675
H -1.04719 -3.75115 -2.50498
H 0.57900 -4.31901 -2.92350
H 0.25833 -2.58453 -2.73564
H 1.82413 -4.04039 1.89216
H 4.14413 -4.83917 1.82263
H 5.86705 -3.45242 0.67662
H 5.23759 -1.29961 -0.27230
H 5.48273 0.15785 1.27168
H 5.87888 1.87739 1.25867
H 5.93453 0.95257 -0.24556
H 3.46126 0.70302 2.46517
H 2.18968 1.72739 1.75286
H 3.68446 2.45648 2.38883
H 4.44133 2.83252 -1.13228
H 4.17887 3.59810 0.44136
H 2.79008 3.01008 -0.50010
H 5.43624 1.06397 -2.26793
H 5.09200 0.03178 -3.65232
H 5.46829 -0.70394 -2.10051
H 3.36158 2.25351 -2.89010
H 1.77961 1.45738 -2.79121
H 2.86217 1.10246 -4.13813
H 3.19926 -2.03552 -2.31498
H 3.04262 -1.24934 -3.90066
H 1.73963 -1.08748 -2.71282
O -2.42381 4.05349 -4.48558
S -2.25381 3.36540 -3.20370
O -3.14338 3.90162 -2.15746
O -0.86389 3.29696 -2.80584
C -3.10314 1.77884 -3.56218
C -4.30204 2.05986 -4.22042
C -5.17229 1.05333 -4.60492
C -4.85382 -0.26590 -4.34142
C -3.68449 -0.55764 -3.65909
C -2.80830 0.43752 -3.24203
S -1.39741 -0.09631 -2.13408
O -1.67416 0.80317 -0.95371
O -2.39211 -3.09927 -0.65312
O -0.25748 0.24694 -3.02542
H -4.53114 3.09771 -4.41448
H -6.09819 1.30015 -5.11311
H -5.51490 -1.06554 -4.65971
H -3.44398 -1.59248 -3.42771
C -0.67502 4.78634 0.71542
S -1.02990 2.98766 0.65611
O 0.00356 2.44077 1.60662
C -2.47833 3.16782 1.76586
C -2.36920 2.72396 3.07318
C -3.46466 2.77899 3.92490
C -4.67600 3.28370 3.46996
C -4.78403 3.72696 2.15587
C -3.69456 3.66022 1.30074
H -0.51801 5.06799 1.75489
H -1.50939 5.31244 0.25435
H 0.22803 4.92445 0.12170
H -1.41320 2.33596 3.40546
H -3.37719 2.41977 4.94417
H -5.53225 3.32775 4.13337
H -5.72807 4.11986 1.79642
H -3.76551 3.97004 0.26270

***

Record 3
# C42H58AsFeN3O7P

A structure of composition C42H58AsFeN3O7P (ωB97M-V/def2-TZVPD, OMol25).

- E_LUMO (alpha / beta): 1.5 / 1.5 eV
- Relative energy (zero: lowest compared OMol25 entry of this formula, charge and spin): 5.2 kcal/mol
- Multiplicity: 5
- Total charge: -1

Positions of all 113 atoms, in Å:
Fe -0.11403 -0.90530 -0.51071
O 0.18424 -1.68566 -4.62644
C -0.28067 -1.62910 -3.48413
O 0.36475 -1.22171 -2.44748
C -1.71643 -2.11461 -3.25959
C -1.72674 -3.25070 -2.22324
C -3.04013 -4.03830 -2.29168
C -4.02318 -3.04549 -1.61545
C -3.09293 -1.86720 -1.31722
O -1.85582 -2.53907 -0.98244
C -2.73194 -1.11628 -2.61137
C -2.26880 0.33402 -2.30232
O -2.70870 1.23670 -3.02476
O -1.52610 0.48624 -1.26531
H -2.08641 -2.46235 -4.22100
H -0.82590 -3.86159 -2.19679
H -3.31186 -4.28868 -3.31788
H -2.95882 -4.96413 -1.72147
H -4.85114 -2.74973 -2.25969
H -4.43305 -3.45723 -0.69224
H -3.38194 -1.22717 -0.49191
H -3.59628 -1.01794 -3.26345
O 1.49693 6.02160 1.94083
C 2.61260 5.27894 2.05477
O 3.59423 5.77629 2.51255
C 2.54001 3.85871 1.59646
C 1.49448 3.35346 0.82627
C 1.48517 2.02536 0.44457
C 2.51546 1.17474 0.84307
C 3.57851 1.68446 1.58892
C 3.58560 3.01717 1.96113
N 2.39837 -0.16420 0.42909
C 3.02296 -1.07050 1.00185
C 2.83241 -2.45608 0.54008
C 3.62389 -3.48320 1.03466
C 3.46988 -4.75345 0.49517
C 2.54938 -4.93456 -0.51556
C 1.78547 -3.84425 -0.92086
N 1.90229 -2.63821 -0.39148
H 0.76660 5.47374 1.63289
H 0.67619 3.97611 0.48154
H 0.67346 1.62511 -0.14492
H 4.40924 1.05152 1.87237
H 4.40011 3.42840 2.54095
H 3.70640 -0.92051 1.83572
H 4.34816 -3.28677 1.81573
H 4.07076 -5.57947 0.85163
H 2.41139 -5.89868 -0.98761
H 1.05489 -3.93952 -1.71980
C -1.52324 2.02697 1.83567
C -2.25906 0.95410 2.65757
C -2.70178 1.55164 3.99628
C -3.52042 0.64012 1.83933
P -1.16551 -0.59717 2.72038
N -0.54375 -0.93937 1.36221
C -2.25884 -2.03661 3.30537
C -3.27595 -1.74868 4.41517
C -1.35417 -3.20290 3.74012
C -3.01774 -2.57091 2.07839
C 0.10966 -0.33307 4.11438
C 0.78016 1.03911 3.94981
C 1.20921 -1.38366 3.88786
C -0.37699 -0.44143 5.56279
H -2.23185 2.83806 1.62846
H -1.20677 1.61488 0.87837
H -0.66713 2.45675 2.35389
H -3.27740 2.46221 3.79377
H -1.86555 1.83837 4.63756
H -3.34987 0.87705 4.56085
H -4.06931 1.57606 1.68607
H -4.19477 -0.05470 2.34411
H -3.24711 0.25756 0.85378
H -2.85089 -1.23303 5.27734
H -3.68949 -2.70070 4.76986
H -4.11560 -1.15255 4.04729
H -0.92191 -3.06823 4.73294
H -0.55164 -3.35975 3.01519
H -1.96290 -4.11390 3.77170
H -3.60398 -1.81053 1.56668
H -3.70466 -3.35643 2.41728
H -2.32513 -2.98987 1.35044
H 1.10366 1.20684 2.92290
H 1.66816 1.07623 4.59078
H 0.13167 1.86386 4.24573
H 1.38730 -1.49730 2.81971
H 0.94341 -2.36144 4.29075
H 2.13152 -1.05809 4.38512
H -1.14794 0.29088 5.80966
H 0.47666 -0.25193 6.22562
H -0.75962 -1.43166 5.80714
C 3.34079 2.89920 -3.08962
As 2.24833 1.26599 -2.89240
C 3.03418 0.27345 -4.38664
C 0.57387 1.85710 -3.78583
C 0.77206 2.72368 -4.98026
C 0.93800 2.16132 -6.24930
C 1.16788 2.96048 -7.36065
C 1.23213 4.34254 -7.23210
C 1.05621 4.91561 -5.97932
C 0.82882 4.11411 -4.86915
H 3.40531 3.23873 -4.12599
H 4.34301 2.67444 -2.71721
H 2.92566 3.70469 -2.47810
H 3.21367 0.92325 -5.24501
H 2.33908 -0.52590 -4.64894
H 3.97897 -0.16378 -4.05940
H -0.05486 2.32903 -3.03020
H 0.08683 0.92424 -4.06049
H 0.87109 1.08320 -6.35525
H 1.28912 2.49984 -8.33495
H 1.40778 4.96689 -8.10066
H 1.09182 5.99360 -5.86564
H 0.68682 4.57059 -3.89464

***

Record 4
# C42H58HoN8O4Sb2

A structure of composition C42H58HoN8O4Sb2 (ωB97M-V/def2-TZVPD, OMol25).

- E_LUMO (alpha / beta): -7.0 / -6.9 eV
- Multiplicity: 5
- Total charge: +3

Positions of all 115 atoms, in Å:
Ho 1.21764 2.21334 -1.79488
N 2.82853 3.89906 -1.37633
C 4.12963 3.28982 -1.82390
C 4.17249 2.97271 -3.29050
N 2.86094 2.27357 -3.60529
C 3.08038 0.98311 -4.27816
C 3.31571 -0.09336 -3.20850
N 2.21589 -0.20472 -2.26249
H 2.87221 4.09640 -0.36656
H 2.70349 4.75548 -1.89746
H 4.88165 4.05409 -1.67518
H 4.35967 2.50239 -1.15059
H 4.16255 3.97933 -3.72675
H 5.10737 2.50634 -3.59467
H 2.45018 2.87690 -4.29018
H 2.12929 0.75722 -4.85491
H 3.90558 1.07048 -4.99834
H 3.52695 -1.10345 -3.57626
H 4.17439 0.17790 -2.66413
H 1.53003 -0.83328 -2.63075
H 2.50284 -0.53213 -1.33094
O -3.80982 6.11471 -2.47582
C -3.27985 6.12587 -1.24512
O -3.81916 6.73854 -0.35665
C -2.02435 5.28867 -0.84299
C -1.62485 5.25043 0.50335
N -0.59095 4.35492 0.54207
N -0.31102 3.80948 -0.60225
C -1.16000 4.42729 -1.47927
C -1.04464 3.99988 -2.92548
O -1.94047 4.32293 -3.66171
O -0.08011 3.22281 -3.20813
H -3.34083 5.55185 -3.11465
H -2.07677 5.75080 1.34978
H -0.05938 4.13370 1.37415
N -4.35097 -2.34018 -1.19450
C -3.53238 -1.18214 -1.59215
C -2.26184 -1.63595 -2.25141
C -1.44976 -0.49448 -2.68502
N -0.75135 0.36101 -1.68709
C -2.23237 0.46163 -3.60216
C -3.59937 0.89034 -3.02163
N -3.34261 1.79007 -1.91354
C -4.38978 -0.33996 -2.56088
H -4.03107 -2.80103 -0.33299
H -4.32553 -2.97649 -2.03548
H -5.31055 -2.04688 -1.02161
H -3.27449 -0.65966 -0.68010
H -2.45835 -2.17063 -3.18282
H -1.75488 -2.30655 -1.54291
H -0.66659 -0.97099 -3.25051
H -0.13744 -0.26568 -1.09659
H -1.51905 0.80166 -1.09914
H -2.43954 -0.06800 -4.52685
H -1.67918 1.33966 -3.75191
H -4.20741 1.41908 -3.76105
H -4.21276 2.11560 -1.57600
H -2.98671 2.68215 -2.33990
H -4.55856 -0.95162 -3.50160
H -5.34425 -0.13642 -2.08870
C -1.04988 -2.11947 2.63844
C -0.34711 -1.08668 1.76017
C 0.40591 -0.02505 2.55320
Sb 1.71587 1.28331 1.44634
C 3.47338 0.02643 1.26524
C 3.39889 -1.35877 1.39062
C 4.54886 -2.16834 1.23225
C 5.72663 -1.62056 0.75218
C 5.80710 -0.24282 0.61641
C 4.68530 0.59373 0.83301
C 2.21262 2.76121 2.82593
C 1.81118 4.05920 2.38602
C 1.93578 5.10123 3.32953
C 2.42305 4.83872 4.56164
C 2.91197 3.58144 4.90811
C 2.81783 2.45628 4.06997
Sb -2.40753 -3.45274 1.56627
C -0.85644 -4.78045 0.93700
C -0.40890 -5.71758 1.85417
C 0.66157 -6.54978 1.52119
C 1.14294 -6.55249 0.20473
C 0.60796 -5.67964 -0.72171
C -0.36732 -4.81544 -0.33318
C -3.29632 -4.37510 3.20656
C -4.36647 -5.12541 2.81456
C -5.18817 -5.78443 3.73639
C -4.93175 -5.62578 5.05576
C -3.85117 -4.91174 5.52127
C -2.98695 -4.29437 4.58879
H -1.67105 -1.57963 3.31382
H -0.34778 -2.64050 3.27591
H -1.04054 -0.56056 1.07211
H 0.30211 -1.67779 1.06847
H 0.92494 -0.48999 3.36979
H -0.29676 0.66877 3.06872
H 2.46888 -1.78753 1.69462
H 4.45419 -3.23353 1.35738
H 6.63120 -2.19628 0.52808
H 6.70607 0.24715 0.22359
H 4.84297 1.67140 0.81002
H 1.50304 4.32764 1.46671
H 1.54068 6.08034 3.06282
H 2.56259 5.66451 5.23263
H 3.49909 3.52244 5.85170
H 3.06727 1.49083 4.40336
H -0.93839 -5.83265 2.82987
H 0.95928 -7.32133 2.23254
H 1.91190 -7.30649 -0.05482
H 0.96297 -5.78433 -1.71585
H -0.81638 -4.24727 -1.12554
H -4.54236 -5.21887 1.74095
H -5.81219 -6.55236 3.29766
H -5.45262 -6.25205 5.75417
H -3.70772 -4.83012 6.61850
H -2.08867 -3.82423 4.93800